DFT (ωB97M-V/def2-TZVPD) results for a single C15H20N4O2 molecule in a non-equilibrium geometry.

The geometry in XYZ format:
```
41
Properties=species:S:1:pos:R:3:forces:R:3:lowdin_charge:R:1
N -0.199 -1.239 3.836 -0.43 -0.54 -0.07 0.191
N 0.092 -0.264 3.355 -0.55 -1.62 0.43 -0.242
N 0.552 0.780 3.036 1.62 2.14 0.55 0.094
C 0.319 1.529 1.832 -0.62 -0.17 -1.00 -0.284
C -1.027 2.223 1.864 0.13 0.21 0.01 -0.194
C -2.192 1.511 2.118 0.06 -0.01 0.00 -0.040
C -3.417 2.152 2.125 -0.04 -0.08 0.01 -0.077
C -3.492 3.511 1.875 -0.05 0.09 -0.01 -0.090
C -2.336 4.227 1.619 -0.07 0.09 -0.02 -0.081
C -1.109 3.587 1.616 0.03 -0.14 0.00 -0.035
H -0.208 4.149 1.416 0.11 0.06 -0.01 0.112
H -2.387 5.288 1.424 -0.01 0.09 -0.01 0.103
H -4.449 4.010 1.880 -0.08 0.04 0.00 0.101
H -4.315 1.586 2.325 -0.08 -0.04 0.02 0.104
H -2.150 0.449 2.318 -0.01 -0.10 0.01 0.101
C 0.428 0.634 0.588 0.41 0.15 0.15 -0.110
H -0.312 -0.167 0.657 -0.10 0.00 0.00 0.108
C 1.833 0.040 0.441 -0.10 0.27 0.05 -0.140
N 1.920 -0.914 -0.644 0.09 0.13 0.28 -0.065
C 2.127 -0.433 -1.898 0.31 -0.33 -0.20 -0.475
O 2.294 0.752 -2.109 -0.06 0.44 -0.14 0.066
C 2.194 -1.471 -3.006 0.08 0.09 -0.12 -0.082
H 2.506 -0.938 -3.905 0.04 -0.02 0.16 0.120
H 2.983 -2.183 -2.757 0.01 0.02 -0.02 0.114
C 0.866 -2.204 -3.272 -0.27 0.16 0.11 -0.120
H 0.431 -1.832 -4.201 0.01 -0.06 0.03 0.121
H 1.048 -3.275 -3.399 -0.04 -0.03 -0.03 0.120
C -0.199 -2.008 -2.184 0.39 -0.23 0.08 -0.402
C 0.189 -2.687 -0.863 -0.03 0.32 -0.10 -0.111
H -0.554 -2.418 -0.110 -0.03 -0.04 0.01 0.111
H 0.147 -3.772 -0.991 -0.04 -0.05 -0.02 0.121
C 1.598 -2.299 -0.396 -0.17 -0.41 -0.11 -0.137
H 1.689 -2.484 0.677 0.09 0.00 -0.11 0.125
H 2.335 -2.931 -0.900 -0.03 0.00 0.11 0.120
O -1.457 -2.466 -2.624 -0.35 -0.18 -0.14 -0.023
H -1.395 -3.408 -2.822 -0.01 0.06 0.03 0.095
H -0.348 -0.936 -2.020 0.07 -0.09 0.02 0.150
H 2.139 -0.457 1.366 0.01 0.02 -0.08 0.120
H 2.538 0.847 0.223 -0.06 -0.09 0.13 0.130
H 0.204 1.232 -0.296 -0.06 -0.04 -0.03 0.131
H 1.114 2.282 1.808 -0.16 -0.11 0.01 0.146
```
Positions in Å, forces in eV/Å.

Lowest unoccupied orbital energy: 0.746 eV
Kohn-Sham gap: 9.94 eV
Electronic energy: -953.041078 a.u.